No. 1
{"formula": "C20H38F3N4O6Tl", "method": "ωB97M-V/def2-TZVPD", "total_charge": 2, "lumo_ha": -0.399, "relative_energy_kj_mol": 0.0, "homo_lumo_gap_ev": 3.15, "energy_ev": -52425.736, "e_homo_ev": -13.9983, "species": ["Tl", "F", "F", "F", "O", "O", "O", "O", "O", "O", "N", "N", "N", "N", "C", "C", "C", "C", "C", "C", "C", "C", "C", "C", "C", "C", "C", "C", "C", "C", "C", "C", "C", "C", "H", "H", "H", "H", "H", "H", "H", "H", "H", "H", "H", "H", "H", "H", "H", "H", "H", "H", "H", "H", "H", "H", "H", "H", "H", "H", "H", "H", "H", "H", "H", "H", "H", "H", "H", "H", "H", "H"], "xyz": [[-0.110, 0.167, -5.042], [0.329, -4.683, -2.548], [-0.738, -4.778, -0.678], [-1.739, -3.954, -2.373], [-2.055, 1.665, -0.887], [-3.052, 4.145, -1.742], [0.648, -2.762, -0.150], [-4.617, 3.822, -0.178], [4.154, 2.199, 2.122], [-1.113, -1.813, -1.277], [-4.439, -0.463, 1.359], [-0.849, 2.641, 2.951], [-4.764, -2.346, -0.103], [-2.685, -1.998, 1.070], [1.646, 1.304, -1.177], [-1.737, 3.134, 2.217], [-2.571, 2.455, 0.004], [-3.343, -0.469, -0.793], [-3.807, -1.352, 0.377], [2.077, -2.683, -0.237], [1.216, 0.568, -2.447], [-0.766, -0.452, -1.099], [3.939, -3.368, 1.272], [3.159, 2.361, 1.137], [-0.547, -4.051, -1.783], [-1.487, 3.296, 0.734], [-3.597, 3.687, -0.787], [-0.280, 0.127, -2.448], [3.663, 1.507, 3.244], [2.725, -2.451, 1.128], [2.759, 2.355, -1.379], [0.002, -2.641, -1.360], [3.783, 2.276, -0.238], [-2.021, 0.246, -0.515], [2.638, 3.318, 1.280], [4.670, -3.113, 0.503], [2.459, -3.626, -0.634], [4.452, 1.385, 3.978], [4.433, 3.145, -0.336], [-3.352, -0.983, -1.749], [4.439, -3.252, 2.228], [-0.525, 2.859, 0.483], [3.689, -4.415, 1.110], [1.824, -0.315, -2.649], [2.829, 2.040, 3.709], [-4.920, -1.019, 2.060], [1.409, 1.238, -3.298], [0.731, -2.361, -2.134], [3.314, 0.501, 2.979], [4.372, 1.368, -0.358], [-5.454, -2.504, 0.620], [-3.246, 1.924, 0.680], [-1.451, 4.343, 0.438], [-1.906, 0.215, 0.568], [2.026, -2.543, 1.956], [-1.194, 2.630, 3.912], [-0.006, -0.434, -0.319], [3.208, 2.312, -2.368], [-4.288, -3.215, -0.289], [-2.282, -2.774, 0.567], [-2.952, -2.252, 2.009], [2.404, 1.585, 1.318], [2.049, 0.546, -0.502], [2.414, -1.892, -0.917], [-4.101, 0.311, -0.885], [-0.386, -0.707, -3.183], [-2.714, 3.436, 2.602], [0.793, 1.734, -0.656], [3.116, -1.432, 1.169], [2.282, 3.335, -1.295], [-3.664, -0.035, 1.858], [-0.889, 0.954, -2.831]], "mulliken_charge": [0.94, -0.26, -0.26, -0.25, -0.15, -0.30, -0.35, -0.28, -0.40, -0.47, -0.73, -0.42, -0.65, -0.43, 1.83, -0.37, 0.25, -1.42, 0.93, -0.13, -1.19, 0.41, -1.49, -0.16, 0.87, 0.74, 0.39, -1.02, -0.54, -0.15, -0.85, -0.15, -0.76, -0.84, 0.25, 0.36, 0.45, 0.30, 0.47, 0.07, 0.41, -0.91, 0.40, 0.31, 0.30, 0.36, 0.71, 0.36, 0.13, 0.23, 0.31, 0.46, 0.51, 0.71, 0.43, 0.29, 0.56, 0.47, 0.31, 0.07, 0.27, 0.18, -0.28, 0.11, 0.75, -0.03, 0.51, -1.43, -0.16, 0.36, 0.20, 0.89]}

=====

No. 2
{"formula": "C20H38IMnO2P2", "method": "ωB97M-V/def2-TZVPD", "total_charge": 2, "lumo_ha": [-0.333, -0.344], "relative_energy_kj_mol": 0.0, "homo_lumo_gap_ev": [4.39, 4.93], "spin_multiplicity": 5, "energy_ev": -83433.590, "s_squared": 6.292, "e_homo_ev": [-13.4628, -14.2893], "species": ["I", "Mn", "P", "P", "O", "O", "C", "C", "C", "C", "C", "C", "C", "C", "C", "C", "C", "C", "C", "C", "C", "C", "C", "C", "C", "C", "H", "H", "H", "H", "H", "H", "H", "H", "H", "H", "H", "H", "H", "H", "H", "H", "H", "H", "H", "H", "H", "H", "H", "H", "H", "H", "H", "H", "H", "H", "H", "H", "H", "H", "H", "H", "H", "H"], "xyz": [[2.574, -0.026, -0.517], [0.024, 0.032, -0.142], [0.199, -2.350, -0.098], [0.241, 2.385, -0.039], [-2.622, 0.040, 1.202], [-0.228, -0.934, 3.180], [-1.582, 0.036, 0.647], [1.450, -3.213, 0.915], [0.553, -3.038, -1.765], [-2.548, 2.456, 4.109], [-1.374, -3.171, 0.357], [1.557, 3.231, 0.923], [-0.402, 0.038, -1.997], [-1.689, 0.136, 4.731], [-2.524, -0.017, 5.818], [-2.780, -1.283, 6.367], [-1.358, -2.358, 4.732], [-0.167, 2.128, 4.912], [-1.292, 3.218, 0.517], [-1.428, -4.878, 4.275], [-0.642, -3.569, 4.168], [-1.340, 1.513, 4.161], [-2.231, -2.430, 5.793], [0.768, -3.706, 4.795], [-1.049, -1.048, 4.137], [0.484, 3.102, -1.718], [1.603, 4.296, 0.645], [1.336, -4.526, 4.336], [-2.416, -4.770, 3.814], [-0.916, -5.682, 3.747], [-0.977, -0.878, -2.180], [-1.013, 1.331, 3.126], [-2.474, -3.411, 6.212], [-0.426, 2.960, -2.311], [-0.480, -3.373, 3.096], [-2.959, 0.878, 6.270], [-1.184, 4.310, 0.450], [0.688, 1.446, 4.897], [0.566, 0.040, -2.522], [2.524, 2.758, 0.722], [-1.515, 2.929, 1.553], [-3.428, -1.354, 7.240], [1.256, -3.019, 1.977], [-1.730, -2.712, 1.291], [2.443, -2.807, 0.682], [0.704, 4.177, -1.645], [1.312, 2.601, -2.234], [0.140, 3.076, 4.455], [1.416, -2.533, -2.208], [-2.255, 3.434, 3.703], [1.328, -2.771, 4.640], [0.767, -4.107, -1.670], [-3.318, 2.033, 3.455], [1.428, -4.295, 0.711], [-2.117, -2.994, -0.436], [-0.309, -2.896, -2.418], [-1.242, -4.252, 0.504], [-0.427, 2.310, 5.959], [-1.563, -5.173, 5.313], [-2.128, 2.893, -0.117], [1.346, 3.135, 1.993], [-0.975, 0.953, -2.159], [-2.977, 2.595, 5.112], [0.687, -3.889, 5.871]], "mulliken_charge": [0.10, -0.24, 1.14, 1.02, -0.22, -0.79, 0.57, -1.05, -1.31, -1.60, -1.31, -1.04, -0.94, 0.02, -0.39, -1.18, 0.34, -1.60, -1.06, -1.80, 2.26, 2.44, -0.19, -1.41, 0.15, -1.34, 0.45, 0.36, 0.42, 0.44, 0.37, -1.11, 0.31, 0.44, -1.22, 0.33, 0.47, 0.40, 0.37, 0.36, 0.12, 0.41, 0.13, 0.28, 0.46, 0.45, 0.38, 0.38, 0.38, 0.44, 0.38, 0.45, 0.35, 0.46, 0.42, 0.45, 0.46, 0.39, 0.40, 0.36, 0.26, 0.40, 0.45, 0.39]}

=====

No. 3
{"formula": "C20H38MgN4O2", "method": "ωB97M-V/def2-TZVPD", "lumo_ha": 0.009, "relative_energy_kj_mol": 6.5, "homo_lumo_gap_ev": 6.45, "energy_ev": -36857.891, "e_homo_ev": -6.2121, "species": ["Mg", "O", "O", "N", "N", "N", "N", "C", "C", "C", "C", "C", "C", "C", "C", "C", "C", "C", "C", "C", "C", "C", "C", "C", "C", "C", "C", "H", "H", "H", "H", "H", "H", "H", "H", "H", "H", "H", "H", "H", "H", "H", "H", "H", "H", "H", "H", "H", "H", "H", "H", "H", "H", "H", "H", "H", "H", "H", "H", "H", "H", "H", "H", "H", "H"], "xyz": [[-0.110, -1.342, -1.675], [-0.087, -2.635, -3.084], [1.557, -0.366, -1.782], [-0.501, 0.213, 0.190], [-2.212, -1.917, -0.859], [0.622, -2.664, -0.022], [-1.243, 0.283, -2.728], [-1.423, 2.806, -3.315], [3.685, -0.122, -2.809], [-0.041, -3.865, -3.644], [-2.801, 3.370, -2.986], [-3.466, -2.596, 2.292], [2.703, 0.340, -1.732], [0.948, 2.922, 1.784], [-4.010, -1.928, 1.023], [-0.474, 1.270, 0.626], [-2.119, -2.020, 2.723], [-0.426, 2.606, 1.213], [1.269, -2.909, 0.887], [3.370, 0.244, -0.344], [-1.320, 1.396, -2.972], [2.794, -2.020, 2.622], [-3.018, -1.916, -0.048], [1.807, -0.984, 3.109], [-3.210, 3.177, -1.523], [2.117, -3.248, 2.018], [0.987, 4.321, 2.383], [0.368, 4.386, 3.276], [-4.251, 3.474, -1.386], [-0.678, 3.335, 0.441], [3.168, -0.232, -3.764], [-1.252, 2.875, -4.392], [-3.553, 2.907, -3.627], [1.220, -1.338, 3.962], [0.651, 5.059, 1.651], [-2.148, -0.939, 2.857], [-1.346, -2.291, 2.003], [-1.014, -4.189, -4.073], [-3.078, 2.143, -1.205], [4.164, 0.986, -0.189], [-4.905, -2.432, 0.654], [-1.825, -2.480, 3.670], [-4.194, -2.459, 3.092], [-2.782, 4.432, -3.232], [1.480, -3.725, 2.770], [1.134, -0.690, 2.303], [-3.347, -3.667, 2.124], [3.447, -1.560, 1.878], [4.523, 0.566, -2.966], [-0.641, 3.352, -2.789], [0.258, -4.669, -2.933], [0.691, -3.928, -4.478], [2.522, 1.441, -1.879], [-2.637, 3.829, -0.857], [1.716, 2.800, 1.017], [-4.273, -0.893, 1.253], [3.450, -2.362, 3.425], [-1.177, 2.649, 2.004], [2.012, 4.585, 2.644], [1.204, 2.183, 2.548], [4.065, -1.114, -2.544], [2.844, -3.988, 1.686], [2.634, 0.391, 0.456], [2.346, -0.099, 3.454], [3.803, -0.755, -0.201]], "mulliken_charge": [1.26, -0.71, -0.15, 0.02, -0.29, -0.46, -0.31, -0.41, -1.46, -0.83, -0.49, -0.62, 0.53, 0.17, -0.53, -0.30, -0.68, -0.34, 0.24, -0.84, 0.19, -0.28, 0.26, -0.74, -0.82, -0.59, -1.50, 0.35, 0.38, 0.08, 0.35, 0.34, 0.31, 0.43, 0.34, 0.23, 0.04, 0.24, 0.18, 0.39, 0.33, 0.40, 0.34, 0.31, 0.30, -0.10, 0.32, 0.04, 0.37, 0.26, 0.20, 0.21, 0.02, 0.16, 0.25, 0.26, 0.38, 0.34, 0.42, 0.07, 0.30, 0.34, -0.14, 0.30, 0.34]}

=====

No. 4
{"formula": "C20H38N4O3", "method": "ωB97M-V/def2-TZVPD", "lumo_ha": 0.000, "relative_energy_kj_mol": 23.2, "homo_lumo_gap_ev": 7.98, "energy_ev": -33457.644, "smiles": "CC(=O)OC(=O)C[C@H](C#N)CC#N.CCN(CC)CC.CCN(CC)CC", "e_homo_ev": -7.9637, "species": ["O", "O", "O", "N", "N", "N", "N", "C", "C", "C", "C", "C", "C", "C", "C", "C", "C", "C", "C", "C", "C", "C", "C", "C", "C", "C", "C", "H", "H", "H", "H", "H", "H", "H", "H", "H", "H", "H", "H", "H", "H", "H", "H", "H", "H", "H", "H", "H", "H", "H", "H", "H", "H", "H", "H", "H", "H", "H", "H", "H", "H", "H", "H", "H", "H"], "xyz": [[3.493, -2.579, -1.454], [5.098, 0.580, 1.032], [4.633, -1.347, 0.009], [-1.318, -3.719, -1.060], [2.121, -0.584, -3.324], [2.404, 2.323, 0.636], [-1.946, 4.286, 1.813], [3.037, 2.113, -0.311], [4.863, 0.726, -1.330], [3.856, 1.883, -1.486], [-3.125, 3.443, 1.830], [2.930, 1.792, -2.715], [3.445, -1.810, -0.544], [2.156, -1.411, 0.086], [-0.347, 2.642, 2.964], [-0.704, 3.530, 1.767], [-3.209, -4.948, -2.283], [-0.442, -3.311, -2.147], [4.837, 0.029, 0.008], [-2.133, 5.120, 4.228], [2.442, 0.469, -2.986], [0.554, -4.634, 0.290], [-1.967, 5.411, 2.730], [-0.099, -4.345, -3.227], [-4.422, 4.210, 1.617], [-2.732, -3.801, -1.383], [-0.846, -4.839, -0.270], [-4.297, -5.028, -2.228], [-3.027, 2.718, 1.017], [-4.625, 4.910, 2.428], [0.822, -5.481, 0.923], [-1.199, 4.801, 4.688], [-2.797, -5.911, -1.979], [1.356, -1.887, -0.438], [5.852, 1.139, -1.407], [2.150, -1.752, 1.112], [-2.956, -4.779, -3.328], [-0.870, -2.426, -2.624], [4.428, 2.782, -1.622], [-2.449, 6.028, 4.746], [-0.866, -5.788, -0.829], [0.116, -5.328, -2.805], [-1.530, -4.964, 0.574], [0.791, -4.021, -3.770], [-4.399, 4.764, 0.678], [1.308, -4.566, -0.496], [-1.055, 5.993, 2.577], [-2.888, 4.357, 4.419], [3.399, 2.212, -3.583], [-3.039, -2.851, -1.828], [-1.190, 2.035, 3.297], [-5.258, 3.510, 1.577], [-2.774, 6.081, 2.422], [4.788, -0.011, -2.115], [-0.739, 2.896, 0.875], [0.457, 1.961, 2.684], [2.068, 2.410, -2.516], [0.121, 4.224, 1.586], [0.014, 3.226, 3.810], [-3.211, 2.858, 2.759], [2.002, -0.341, 0.118], [0.495, -2.957, -1.711], [-0.897, -4.452, -3.959], [0.602, -3.728, 0.896], [-3.278, -3.864, -0.436]], "mulliken_charge": [-0.47, -0.49, -0.35, 0.20, -0.37, -0.40, 0.14, -0.21, -0.84, 0.71, -0.28, -0.98, 0.48, 0.28, -0.99, -0.66, -1.00, 0.50, 0.40, -0.97, 0.36, -1.28, -0.70, -1.33, -1.43, -0.66, -0.35, 0.41, 0.42, 0.30, 0.47, 0.29, 0.27, -0.36, 0.34, 0.38, 0.23, 0.47, 0.35, 0.37, 0.25, 0.24, 0.45, 0.45, 0.33, 0.28, 0.35, 0.25, 0.42, 0.34, 0.30, 0.43, 0.40, 0.52, 0.33, 0.39, 0.41, 0.30, 0.19, 0.24, -0.11, -1.00, 0.35, 0.22, 0.43]}